--- A ---
# C5H17NO2

A cluster of 3 separate species, C5H17NO2 in total (the ωB97M-V functional and the def2-TZVPD basis, OMol25).

Summary:
Orbital gap (spin up / spin down)   2.75 / 8.94 eV
<S²>   0.751
Charge   -1
HOMO (spin up / spin down)   1.02 / -5.32 eV
Spin multiplicity   2
Lowest unoccupied orbital energy (spin up / spin down)   3.8 / 3.6 eV

Atoms and positions in Å:
C1 -0.06 -1.50 0.83
N1 0.44 -0.60 -0.25
C2 1.89 -0.43 -0.23
C3 2.30 0.69 0.78
C4 -0.01 -1.12 -1.58
C5 -0.84 -0.74 1.92
H1 0.76 -2.08 1.24
H2 -0.83 -2.10 0.35
H3 2.14 -0.03 -1.21
H4 2.48 -1.27 0.17
H5 2.54 0.29 1.77
H6 3.17 1.22 0.38
H7 1.48 1.38 1.00
H8 -0.26 -2.18 -1.56
H9 0.76 -0.89 -2.32
H10 -0.89 -0.54 -1.88
H11 -1.90 -0.98 1.96
H12 -0.47 -1.01 2.91
H13 -0.81 0.34 1.78
H14 -1.17 3.09 0.61
H15 -1.47 1.96 -0.30
O1 -1.64 2.92 -0.23
H16 -2.88 0.80 -1.43
H17 -2.40 1.84 -2.48
O2 -2.32 0.92 -2.22

--- B ---
# C5H17NO2

A cluster of 3 separate species, C5H17NO2 in total (the ωB97M-V functional and the def2-TZVPD basis, OMol25).

Summary:
Orbital gap (spin up / spin down)   2.33 / 9.49 eV
<S²>   0.750
Charge   -1
HOMO (spin up / spin down)   1.15 / -6.16 eV
Spin multiplicity   2
Lowest unoccupied orbital energy (spin up / spin down)   3.5 / 3.3 eV

Atoms and positions in Å:
C1 -1.79 -1.24 0.93
C2 -0.48 -0.64 0.28
C3 0.54 -0.32 1.40
C4 1.74 0.52 0.77
C5 1.09 -1.56 2.05
N1 0.12 -1.52 -0.77
H1 -2.44 -0.36 1.26
H2 -2.52 -1.65 0.30
H3 -1.45 -1.87 1.75
H4 -0.85 0.28 -0.15
H5 0.05 0.24 2.05
H6 1.99 1.08 1.65
H7 1.52 1.12 -0.13
H8 2.57 -0.11 0.38
H9 0.37 -2.25 2.25
H10 1.84 -2.05 1.43
H11 1.57 -1.33 3.05
H12 0.96 -2.06 -0.50
H13 -0.59 -2.22 -0.96
H14 -2.42 3.44 -1.71
H15 -1.12 2.53 -1.51
O1 -1.76 3.07 -1.07
H16 0.72 0.28 -2.43
H17 0.42 1.15 -3.61
O2 0.75 1.17 -2.73

--- C ---
# C5H17NO2

A cluster of 3 separate species, C5H17NO2 in total (the ωB97M-V functional and the def2-TZVPD basis, OMol25).

Summary:
Orbital gap (spin up / spin down)   2.90 / 8.86 eV
<S²>   0.751
Charge   -1
HOMO (spin up / spin down)   0.84 / -5.40 eV
Spin multiplicity   2
Lowest unoccupied orbital energy (spin up / spin down)   3.7 / 3.5 eV

Atoms and positions in Å:
C1 1.74 -1.40 -0.55
C2 1.11 -2.42 -1.48
C3 0.99 -0.12 -0.11
N1 0.88 -0.07 1.38
C4 0.26 1.13 1.94
C5 0.21 -1.27 1.88
H1 2.73 -1.01 -0.91
H2 2.16 -1.90 0.35
H3 0.03 -2.35 -1.47
H4 1.57 -2.22 -2.46
H5 1.59 -3.37 -1.19
H6 -0.03 -0.26 -0.49
H7 1.60 0.80 -0.39
H8 0.63 2.02 1.42
H9 0.70 1.22 2.99
H10 -0.83 1.00 1.94
H11 0.53 -1.29 2.95
H12 -0.89 -1.39 1.78
H13 0.58 -2.19 1.43
H14 -0.89 1.51 -1.42
H15 -0.09 2.05 -2.51
O1 -1.02 2.10 -2.19
H16 -2.96 1.50 -1.23
H17 -2.63 1.46 0.22
O2 -3.39 1.55 -0.37

Energy ordering: B at the bottom, the next structure 5.7 kcal/mol above.

--- A ---
# C5H14

A cluster of 2 separate species, C5H14 in total (the ωB97M-V functional and the def2-TZVPD basis, OMol25).

Summary:
Orbital gap (spin up / spin down)   2.80 / 11.73 eV
<S²>   0.750
Charge   -1
HOMO (spin up / spin down)   1.45 / -7.51 eV
Spin multiplicity   2
Lowest unoccupied orbital energy (spin up / spin down)   4.3 / 4.2 eV

Atoms and positions in Å:
C1 0.51 -2.95 -0.76
C2 1.47 -3.20 0.41
H1 -0.33 -2.34 -0.40
H2 1.06 -2.26 -1.42
H3 0.21 -3.84 -1.30
H4 1.06 -3.98 1.06
H5 1.72 -2.28 0.94
H6 2.38 -3.70 0.08
C3 -1.18 2.55 -0.17
C4 -1.45 1.74 1.08
C5 0.30 2.61 -0.55
H7 -1.68 3.50 -0.33
H8 -1.67 1.93 -0.93
H9 -0.76 1.98 1.90
H10 -2.46 1.84 1.49
H11 0.88 2.05 0.19
H12 0.78 3.59 -0.63
H13 -1.30 0.68 0.84
H14 0.45 2.09 -1.50

--- B ---
# C5H14

A cluster of 2 separate species, C5H14 in total (the ωB97M-V functional and the def2-TZVPD basis, OMol25).

Summary:
Orbital gap (spin up / spin down)   2.64 / 11.64 eV
<S²>   0.750
Charge   -1
HOMO (spin up / spin down)   1.50 / -7.38 eV
Spin multiplicity   2
Lowest unoccupied orbital energy (spin up / spin down)   4.1 / 4.3 eV

Atoms and positions in Å:
C1 -2.94 -0.52 -1.25
C2 -1.86 0.48 -1.59
H1 -3.53 -0.80 -2.14
H2 -2.62 -1.45 -0.79
H3 -3.79 -0.11 -0.69
H4 -0.88 0.22 -1.16
H5 -1.57 0.52 -2.64
H6 -2.12 1.47 -1.26
C3 2.18 -0.15 1.37
C4 2.36 -0.08 -0.13
C5 0.79 0.21 1.95
H7 2.55 -1.05 1.82
H8 2.91 0.58 1.78
H9 1.70 0.60 -0.65
H10 0.53 -0.67 2.55
H11 0.92 1.15 2.51
H12 2.08 -1.08 -0.51
H13 3.30 0.38 -0.43
H14 -0.02 0.32 1.24

Energy ordering: A at the bottom, the next structure 9.5 kcal/mol above.

--- A ---
# C5H6NS

A structure of composition C5H6NS (the ωB97M-V functional and the def2-TZVPD basis, OMol25).

Summary:
Orbital gap (spin up / spin down)   6.79 / 6.69 eV
Charge   +1
HOMO (spin up / spin down)   -13.78 / -13.98 eV
Lowest unoccupied orbital energy (spin up / spin down)   -7.0 / -7.3 eV

Atoms and positions in Å:
C1 -1.34 0.64 0.30
C2 1.10 1.03 -1.49
C3 -0.23 -0.18 0.24
C4 1.03 0.48 -0.10
C5 -0.23 -1.59 0.68
N1 0.84 1.87 -0.58
S1 -1.41 2.24 -0.20
H1 -2.23 0.29 0.82
H2 1.16 0.84 -2.53
H3 1.92 0.23 0.45
H4 0.43 -2.17 0.04
H5 -1.22 -2.01 0.68
H6 0.18 -1.68 1.69

--- B ---
# C5H6NS

The ion C5H6NS with charge +1 (the ωB97M-V functional and the def2-TZVPD basis, OMol25).

Summary:
Orbital gap   6.83 eV
Charge   +1
HOMO   -14.08 eV
Lowest unoccupied orbital energy   -7.3 eV

Atoms and positions in Å:
C1 -1.21 0.41 2.08
C2 -0.01 0.84 2.04
C3 0.17 -1.79 -0.46
C4 0.32 -0.28 -0.49
C5 0.35 0.50 -1.80
N1 -0.82 -1.14 -0.10
S1 1.29 0.49 0.82
H1 -2.22 -0.11 2.08
H2 0.52 1.57 2.64
H3 0.46 -2.81 -0.64
H4 -0.28 1.42 -1.51
H5 0.02 0.14 -2.77
H6 1.41 0.76 -1.90

Energy ordering: A at the bottom, the next structure 43.7 kcal/mol above.

--- A ---
# C3H13NSi2

An isolated molecule of C3H13NSi2 (the ωB97M-V functional and the def2-TZVPD basis, OMol25).

Summary:
Orbital gap   10.14 eV
HOMO   -9.24 eV
Lowest unoccupied orbital energy   0.9 eV
Structure (SMILES)   C[SiH2]N[SiH](C)C

Atoms and positions in Å:
C1 2.47 1.00 0.59
C2 -2.53 -0.61 -1.29
C3 -1.21 0.66 1.14
N1 0.64 -0.79 -0.83
Si1 1.92 -0.85 0.25
Si2 -0.94 0.32 -0.70
H1 1.64 1.59 0.94
H2 3.26 1.01 1.26
H3 2.61 1.47 -0.36
H4 -2.67 -0.82 -2.29
H5 -2.28 -1.51 -0.88
H6 -3.47 -0.23 -0.76
H7 -0.66 -0.13 1.69
H8 -0.79 1.58 1.44
H9 -2.32 0.82 1.22
H10 0.54 -1.63 -1.40
H11 3.01 -1.86 -0.07
H12 1.62 -1.66 1.37
H13 -0.84 1.66 -1.31

--- B ---
# C3H13NSi2

A cluster of 2 separate species, C3H13NSi2 in total (the ωB97M-V functional and the def2-TZVPD basis, OMol25).

Summary:
Orbital gap   8.49 eV
HOMO   -8.39 eV
Lowest unoccupied orbital energy   0.1 eV
Structure (SMILES)   CN(C)[SiH3].C=[SiH2]

Atoms and positions in Å:
C1 2.89 -0.32 0.02
C2 0.77 -0.22 1.10
C3 -3.01 0.54 0.97
N1 1.53 -0.01 -0.12
Si1 -3.41 -0.71 -0.24
Si2 0.89 0.85 -1.47
H1 3.36 -0.29 -0.93
H2 3.37 0.45 0.51
H3 3.07 -1.30 0.37
H4 1.51 -0.29 1.88
H5 0.12 0.57 1.41
H6 0.30 -1.25 1.11
H7 -2.84 0.10 1.90
H8 -3.54 1.49 0.79
H9 -3.66 -0.31 -1.62
H10 1.69 0.20 -2.64
H11 -3.43 -2.23 0.00
H12 0.98 2.31 -1.66
H13 -0.60 0.41 -1.42

Energy ordering: A at the bottom, the next structure 91.8 kcal/mol above.

--- A ---
# C53H69AsMgN3O9P2S3Si

A structure of composition C53H69AsMgN3O9P2S3Si (the ωB97M-V functional and the def2-TZVPD basis, OMol25).

Summary:
Orbital gap   7.43 eV
Charge   -1
HOMO   -5.26 eV
Lowest unoccupied orbital energy   2.2 eV

Atoms and positions in Å:
Mg1 -0.40 1.82 -0.09
C1 1.37 -0.44 2.79
C2 0.63 0.83 3.20
C3 1.55 2.04 3.08
C4 0.11 0.67 4.62
O1 -0.47 0.97 2.27
Si1 -1.89 1.86 2.51
S1 -2.75 1.89 0.65
O2 -2.87 1.32 3.71
C5 -3.92 0.35 3.78
C6 -5.17 0.89 3.10
C7 -4.17 0.16 5.28
C8 -3.46 -0.96 3.16
O3 -1.28 3.26 3.11
C9 -1.91 4.46 3.55
C10 -0.87 5.56 3.37
C11 -2.28 4.30 5.02
C12 -3.15 4.77 2.71
H1 2.27 -0.56 3.40
H2 1.65 -0.39 1.74
H3 0.74 -1.32 2.93
H4 2.49 1.85 3.61
H5 1.07 2.93 3.49
H6 1.80 2.23 2.03
H7 0.95 0.49 5.30
H8 -0.58 -0.17 4.69
H9 -0.41 1.57 4.95
H10 -5.49 1.82 3.57
H11 -5.98 0.16 3.18
H12 -4.97 1.08 2.04
H13 -4.46 1.11 5.73
H14 -3.26 -0.20 5.77
H15 -4.97 -0.57 5.44
H16 -3.26 -0.83 2.09
H17 -4.23 -1.72 3.27
H18 -2.55 -1.30 3.65
H19 0.01 5.34 3.98
H20 -1.27 6.53 3.66
H21 -0.56 5.59 2.32
H22 -1.39 4.08 5.61
H23 -2.99 3.48 5.15
H24 -2.73 5.22 5.41
H25 -2.89 4.81 1.66
H26 -3.57 5.73 3.02
H27 -3.91 4.00 2.84
C13 2.25 -3.03 -0.22
N1 3.23 -2.24 -0.96
C14 3.86 -1.17 -0.19
P1 3.00 0.48 -0.41
C15 4.06 1.54 0.63
C16 4.09 2.91 0.35
C17 4.74 3.80 1.19
C18 5.40 3.33 2.32
C19 5.39 1.97 2.61
C20 4.72 1.09 1.77
C21 3.58 0.91 -2.09
C22 2.65 0.83 -3.12
C23 3.03 1.07 -4.43
C24 4.34 1.40 -4.72
C25 5.28 1.51 -3.70
C26 4.90 1.26 -2.39
C27 3.80 -2.74 -2.13
C28 4.92 -2.13 -2.71
C29 5.48 -2.63 -3.88
C30 4.95 -3.75 -4.51
C31 3.82 -4.34 -3.95
C32 3.25 -3.84 -2.79
P2 0.48 -2.40 -0.29
C33 -0.23 -3.74 0.75
C34 0.02 -5.10 0.58
C35 -0.56 -6.04 1.42
C36 -1.39 -5.64 2.46
C37 -1.64 -4.28 2.65
C38 -1.06 -3.35 1.80
C39 0.03 -2.90 -2.00
C40 0.45 -2.04 -3.01
C41 0.09 -2.25 -4.33
C42 -0.69 -3.35 -4.67
C43 -1.12 -4.21 -3.67
C44 -0.77 -3.99 -2.34
H28 2.52 -3.04 0.84
H29 2.30 -4.07 -0.55
H30 4.91 -1.08 -0.45
H31 3.82 -1.45 0.87
H32 3.56 3.29 -0.52
H33 4.73 4.85 0.97
H34 5.91 4.02 2.98
H35 5.90 1.60 3.49
H36 4.72 0.04 2.03
H37 1.62 0.61 -2.88
H38 2.27 1.01 -5.21
H39 4.64 1.59 -5.75
H40 6.30 1.78 -3.92
H41 5.63 1.35 -1.59
H42 5.35 -1.23 -2.30
H43 6.33 -2.12 -4.30
H44 5.38 -4.13 -5.43
H45 3.36 -5.19 -4.44
H46 2.34 -4.30 -2.45
H47 0.64 -5.44 -0.24
H48 -0.36 -7.10 1.27
H49 -1.84 -6.37 3.11
H50 -2.29 -3.96 3.45
H51 -1.28 -2.29 1.92
H52 1.03 -1.16 -2.76
H53 0.40 -1.54 -5.08
H54 -0.98 -3.52 -5.70
H55 -1.74 -5.07 -3.92
H56 -1.15 -4.66 -1.58
O4 -2.75 1.16 -2.99
As1 -1.01 1.38 -3.10
O5 -0.45 0.78 -4.51
O6 -0.42 0.72 -1.69
C45 -0.96 3.36 -3.22
C46 -1.69 3.73 -4.35
C47 -1.91 5.06 -4.69
C48 -1.39 6.06 -3.89
C49 -0.64 5.72 -2.78
C50 -0.42 4.39 -2.44
S2 0.63 4.14 -1.01
O7 1.47 5.30 -0.89
O8 -0.27 3.89 0.14
O9 1.30 2.86 -1.27
H57 -2.97 0.89 -2.08
H58 -2.10 2.95 -4.98
H59 -2.48 5.30 -5.58
H60 -1.54 7.10 -4.14
H61 -0.18 6.49 -2.17
C51 -4.78 -4.90 0.00
N2 -3.64 -4.04 -0.29
C52 -3.74 -2.91 -1.05
S3 -2.91 -1.53 -0.66
N3 -4.54 -2.98 -2.15
C53 -4.68 -4.18 -2.96
H62 -5.06 -4.81 1.05
H63 -4.55 -5.95 -0.21
H64 -5.63 -4.61 -0.60
H65 -3.00 -3.91 0.48
H66 -4.54 -2.10 -2.65
H67 -4.09 -4.98 -2.54
H68 -4.31 -3.99 -3.97
H69 -5.72 -4.51 -3.03

--- B ---
# C53H69AsMgN3O9P2S3Si

A structure of composition C53H69AsMgN3O9P2S3Si (the ωB97M-V functional and the def2-TZVPD basis, OMol25).

Summary:
Orbital gap   7.62 eV
Charge   -1
HOMO   -5.28 eV
Lowest unoccupied orbital energy   2.3 eV

Atoms and positions in Å:
Mg1 1.07 -0.15 -0.50
C1 0.96 -0.53 3.22
C2 2.43 -0.50 2.84
C3 3.05 -1.86 3.11
C4 3.15 0.60 3.61
O1 2.49 -0.22 1.41
Si1 3.86 0.20 0.52
S1 3.40 -0.33 -1.42
O2 3.95 1.81 0.85
C5 4.81 2.86 0.42
C6 5.23 2.69 -1.04
C7 6.04 2.88 1.33
C8 4.00 4.14 0.57
O3 5.20 -0.48 1.18
C9 6.13 -1.49 0.77
C10 5.42 -2.81 0.48
C11 7.09 -1.65 1.94
C12 6.89 -1.02 -0.47
H1 0.86 -0.89 4.25
H2 0.41 -1.20 2.56
H3 0.53 0.47 3.17
H4 2.91 -2.12 4.17
H5 4.11 -1.84 2.89
H6 2.57 -2.62 2.50
H7 3.03 0.42 4.69
H8 2.74 1.57 3.36
H9 4.22 0.60 3.38
H10 5.84 1.79 -1.17
H11 5.82 3.55 -1.36
H12 4.35 2.59 -1.68
H13 6.57 1.93 1.26
H14 5.72 3.02 2.37
H15 6.71 3.69 1.05
H16 3.09 4.08 -0.03
H17 4.58 5.01 0.26
H18 3.71 4.27 1.62
H19 4.96 -3.21 1.38
H20 6.14 -3.55 0.11
H21 4.65 -2.67 -0.27
H22 6.54 -1.95 2.83
H23 7.60 -0.71 2.14
H24 7.84 -2.42 1.72
H25 6.21 -0.89 -1.31
H26 7.66 -1.75 -0.75
H27 7.38 -0.06 -0.26
C13 -2.75 0.49 2.91
N1 -3.62 -0.61 2.56
C14 -3.19 -1.91 3.04
P1 -1.83 -2.56 1.95
C15 -1.35 -4.08 2.86
C16 -0.98 -5.23 2.17
C17 -0.48 -6.34 2.84
C18 -0.34 -6.32 4.22
C19 -0.68 -5.18 4.92
C20 -1.17 -4.07 4.25
C21 -2.86 -3.24 0.59
C22 -2.74 -2.62 -0.65
C23 -3.53 -3.02 -1.72
C24 -4.46 -4.04 -1.55
C25 -4.58 -4.67 -0.32
C26 -3.79 -4.26 0.75
C27 -4.95 -0.40 2.17
C28 -5.74 -1.48 1.74
C29 -7.05 -1.28 1.34
C30 -7.63 -0.02 1.35
C31 -6.85 1.05 1.76
C32 -5.53 0.87 2.16
P2 -1.65 1.12 1.50
C33 -1.05 2.67 2.31
C34 -1.84 3.49 3.11
C35 -1.31 4.62 3.73
C36 0.03 4.95 3.54
C37 0.82 4.15 2.73
C38 0.29 3.02 2.13
C39 -2.95 1.71 0.35
C40 -3.53 0.74 -0.46
C41 -4.56 1.07 -1.32
C42 -5.01 2.37 -1.41
C43 -4.41 3.36 -0.64
C44 -3.38 3.03 0.24
H28 -2.06 0.16 3.70
H29 -3.32 1.31 3.35
H30 -4.03 -2.60 3.13
H31 -2.78 -1.79 4.05
H32 -1.07 -5.26 1.09
H33 -0.20 -7.22 2.27
H34 0.05 -7.19 4.74
H35 -0.56 -5.14 6.00
H36 -1.41 -3.18 4.82
H37 -1.99 -1.85 -0.80
H38 -3.41 -2.54 -2.69
H39 -5.08 -4.36 -2.38
H40 -5.30 -5.47 -0.18
H41 -3.89 -4.76 1.71
H42 -5.32 -2.47 1.65
H43 -7.62 -2.14 1.00
H44 -8.65 0.13 1.03
H45 -7.25 2.06 1.74
H46 -4.96 1.75 2.40
H47 -2.89 3.28 3.25
H48 -1.94 5.25 4.34
H49 0.45 5.83 4.01
H50 1.86 4.40 2.56
H51 0.92 2.42 1.48
H52 -3.17 -0.28 -0.41
H53 -5.00 0.29 -1.94
H54 -5.81 2.63 -2.09
H55 -4.73 4.39 -0.72
H56 -2.91 3.82 0.81
O4 -2.19 0.51 -3.54
As1 -0.62 -0.24 -3.27
O5 -0.60 -1.54 -4.28
O6 -0.47 -0.57 -1.64
C45 0.79 0.98 -3.82
C46 1.47 0.56 -4.96
C47 2.57 1.27 -5.42
C48 2.99 2.41 -4.76
C49 2.31 2.84 -3.63
C50 1.22 2.12 -3.15
S2 0.43 2.71 -1.65
O7 -0.97 2.47 -1.84
O8 0.86 4.08 -1.49
O9 1.02 1.85 -0.58
H57 -2.57 -0.01 -4.27
H58 1.13 -0.34 -5.46
H59 3.09 0.93 -6.31
H60 3.84 2.97 -5.11
H61 2.61 3.73 -3.10
C51 2.24 -2.83 -3.70
N2 2.16 -3.16 -2.27
C52 1.05 -3.44 -1.57
S3 1.00 -3.03 0.10
N3 0.01 -4.07 -2.11
C53 -0.12 -4.65 -3.43
H62 2.86 -1.94 -3.79
H63 1.26 -2.60 -4.11
H64 2.71 -3.64 -4.27
H65 2.80 -2.61 -1.71
H66 -0.80 -4.08 -1.52
H67 -0.57 -3.93 -4.12
H68 -0.75 -5.54 -3.35
H69 0.85 -4.97 -3.81

Energy ordering: B at the bottom, the next structure 22.1 kcal/mol above.

--- A ---
# CHF2NO2

An isolated molecule of CHF2NO2 (the ωB97M-V functional and the def2-TZVPD basis, OMol25).

Summary:
Orbital gap (spin up / spin down)   9.34 / 9.34 eV
HOMO (spin up / spin down)   -10.45 / -10.45 eV
Lowest unoccupied orbital energy (spin up / spin down)   -1.1 / -1.1 eV
Structure (SMILES)   [O-][N+](O)=C(F)F

Atoms and positions in Å:
C1 -1.18 1.03 2.02
N1 -0.67 1.80 1.19
O1 -1.68 2.38 0.04
O2 0.16 2.58 1.49
F1 -2.38 0.19 1.73
F2 -0.44 0.26 2.75
H1 -2.59 2.27 -0.36

--- B ---
# CHF2NO2

An isolated molecule of CHF2NO2 (the ωB97M-V functional and the def2-TZVPD basis, OMol25).

Summary:
Orbital gap   11.65 eV
HOMO   -12.14 eV
Lowest unoccupied orbital energy   -0.5 eV
Structure (SMILES)   O=[N+]([O-])C(F)F

Atoms and positions in Å:
C1 -0.43 0.40 -0.24
N1 0.61 -0.60 0.21
O1 0.53 -1.62 -0.43
O2 1.39 -0.37 1.11
F1 -0.25 1.57 0.53
F2 -1.58 -0.07 0.14
H1 -0.28 0.69 -1.32

Energy ordering: B at the bottom, the next structure 85.3 kcal/mol above.